No. 1
Here is a single C3H6N4 molecule from the OMol25 dataset. Energies are from wB97M-V/def2-TZVPD.

Last column: Mulliken charge in e.
CARTESIAN COORDINATES (ANGSTROEM)
N 1.0391 0.0120 1.6419  -0.624
N 0.5774 0.4832 0.4037  -0.076
N -1.7177 1.4916 -0.2796  -0.446
N 0.1516 -1.6901 -0.5566  -0.458
C -0.0911 -0.3345 -0.4449  0.611
C -0.5631 1.8168 0.0549  0.000
C -1.0823 0.3981 -1.0730  -0.677
H 2.0468 -0.0915 1.6159  0.241
H -1.4600 0.2751 -2.0751  0.391
H -0.1085 2.7626 0.3159  0.361
H 0.6029 -0.8616 1.9269  0.253
H 1.0770 -2.0529 -0.3766  0.219
H -0.4720 -2.2088 -1.1533  0.205

Values from the calculation:
- HOMO: -7.226 eV
- ΔE to the lowest compared entry with this formula, charge and spin: 114.8 kcal/mol


No. 2
Here is 2 unconnected molecules or ions with the total composition C30H44BClIN4O11P3S from the OMol25 dataset. Energies are from wB97M-V/def2-TZVPD.

Last column: Mulliken charge in e.
CARTESIAN COORDINATES (ANGSTROEM)
I -7.8683 -1.5909 -1.7398  -0.010
Cl 5.6293 -0.1242 -2.6135  -0.215
S -0.5360 2.0279 1.7341  -0.515
P -4.2646 2.5205 -2.3265  -0.390
P -0.4237 -3.5234 3.7719  0.833
P -2.7912 2.5588 -3.9023  0.958
O -3.7574 -2.4356 0.5671  -0.344
O -1.4389 -4.6833 3.3699  -0.379
O 0.1716 -3.7779 5.2394  -0.339
O 3.2572 -0.6923 -1.8511  -0.412
O -5.0068 -1.1071 -2.1641  -0.379
O 0.6395 -3.2749 2.7862  -0.652
O -1.7342 1.3905 -3.7608  -0.411
O -3.5019 2.4806 -5.1888  -0.725
O -5.8448 -2.8417 1.6674  -0.714
O -2.0019 3.9359 -3.7567  -0.533
O -4.9062 -0.6582 1.7053  -1.002
N -1.1159 5.3976 -1.1566  -0.625
N 5.2444 3.7410 -3.0153  -0.466
N -1.5777 3.0192 -0.8933  1.193
N 2.3572 1.2426 1.4873  -0.303
C 2.5018 1.8130 -0.8987  1.014
C 1.8874 2.3014 -2.0503  -0.821
C 5.9271 2.5964 -6.2344  -0.382
C 3.6059 -0.4641 2.6997  -1.509
C -0.2030 -6.6762 2.5122  -1.152
C -2.4291 2.0803 -0.2159  -1.416
C -1.1152 -5.4966 2.2216  -0.188
C 5.1317 3.6960 -4.1566  0.267
C -4.0725 0.2632 1.0855  0.998
C 0.3648 -5.1143 5.7254  -0.235
C -3.6515 1.7428 -0.7857  1.338
C -2.8689 0.6041 1.6831  -0.459
C -2.4249 -0.0063 2.9812  -2.176
C 0.5581 2.6951 -2.0535  -0.943
C -4.5005 0.8468 -0.1102  0.297
C -5.9027 -0.6642 -1.5604  0.373
C 4.0822 0.1282 -1.7590  0.781
C 0.4344 2.1286 0.2613  0.970
C 3.9571 1.4227 -0.9984  -1.330
C 1.7722 1.7101 0.2908  -0.598
C -5.8774 0.4956 -0.5992  -2.437
C 7.3960 2.9733 -6.0796  -1.155
C -1.4829 -2.0845 4.0065  -1.141
C -0.1911 2.6058 -0.8908  -0.337
C -1.7648 4.3837 -0.3477  -0.895
C -1.5437 -1.2485 2.7451  1.004
C 1.7413 -5.6274 5.3706  -1.075
C 4.9787 3.6240 -5.6074  -0.429
C -2.0718 1.5302 1.0207  0.977
C 2.6457 -0.2022 1.5496  0.272
B -4.8532 -1.9747 1.2853  0.813
H 3.7928 -1.5247 2.8107  0.399
H -0.2404 -6.9653 3.5545  0.213
H -6.3859 1.3286 -1.0785  0.852
H -1.8387 0.7231 3.5259  0.761
H 4.5438 0.0552 2.5199  0.381
H 0.3181 -5.0447 6.8081  0.323
H 0.1242 3.0643 -2.9614  0.388
H -1.6396 1.0008 -4.6414  0.335
H 1.7337 -0.7766 1.7099  0.027
H -1.4225 4.4759 0.6805  0.516
H -2.6142 4.6814 -3.7749  0.383
H -6.4854 0.2037 0.2503  0.607
H -1.0947 -1.5182 4.8499  0.339
H 2.4770 -4.9765 5.8315  0.347
H 4.3850 1.3221 -0.0054  0.430
H 5.1532 4.6130 -6.0341  0.327
H -6.6551 -2.7524 1.1580  0.262
H -2.4677 -2.4543 4.2909  0.485
H -2.8403 4.5604 -0.3412  0.416
H 3.1886 -0.0663 3.6216  0.316
H -2.0684 -5.8962 1.8964  0.484
H -3.8709 -2.3204 -0.3835  0.310
H -0.2504 5.6701 -0.7157  0.331
H 5.7513 1.6152 -5.7901  0.271
H -0.5746 -7.5270 1.9473  0.411
H 1.9298 -5.6074 4.3039  0.257
H 1.7731 1.4788 2.2757  0.538
H 2.4437 2.3844 -2.9712  0.427
H 8.0304 2.2431 -6.5809  0.336
H 3.9439 3.3592 -5.8321  0.260
H -5.1064 1.5653 -2.9030  0.084
H -0.7340 -4.8934 1.4076  0.260
H 0.8106 -6.5053 2.1718  0.251
H -0.4352 -5.7842 5.4271  0.258
H -1.9202 -1.8103 1.9017  0.379
H 4.4873 2.1777 -1.5669  0.201
H -3.2910 -0.2670 3.5795  0.668
H -0.5518 -0.8808 2.5043  -0.427
H 1.8682 -6.6220 5.7879  0.365
H 7.5984 3.9520 -6.5188  0.311
H 5.6848 2.5134 -7.2951  0.325
H -0.9257 5.0380 -2.0817  0.267
H 3.1242 -0.5236 0.6398  -0.003
H 7.6901 3.0033 -5.0294  0.332

Values from the calculation:
- SMILES: CCNc1c(CC(=O)Cl)ccc2c1Sc1c(CCCP(=O)(OCC)OCC)c(OB(O)O)c(CC(=O)I)c(PP(=O)(O)O)c1N2CN.CCCC#N
- HOMO: -8.172 eV


No. 3
Here is a molecular structure, C60H37I4N6O2PbS from the OMol25 dataset. Energies are from wB97M-V/def2-TZVPD.

Last column: Mulliken charge in e.
CARTESIAN COORDINATES (ANGSTROEM)
Pb 0.3781 -0.1808 0.5918  1.577
I -4.8631 5.6923 6.7637  0.117
I -6.9467 -1.5065 -5.4566  0.093
I 3.3255 -9.5357 -1.6292  0.106
I 7.9723 2.7590 5.3422  0.110
S -1.8650 1.6764 -2.1649  1.443
O -2.9006 1.1150 -2.9803  -0.756
O -2.4890 2.0162 -0.7321  -0.281
N -0.4467 -2.1901 -0.1768  0.320
N 0.3846 0.3390 2.9728  0.178
N -1.9708 -0.1703 1.2700  -0.982
N 1.9411 -0.3845 -1.3766  -0.418
N 1.8317 -1.7506 1.5738  -0.069
N -0.5554 0.8729 -1.8641  0.327
C -3.7576 1.9979 4.7346  -0.060
C 2.1904 -2.9472 1.0686  0.302
C -5.9345 -1.2973 -2.5925  -0.876
C -1.7534 -3.5385 -1.4688  -1.416
C -1.6365 -2.2583 -0.8085  0.543
C -3.6304 -1.3116 -1.8723  0.016
C -3.8746 4.2242 5.6088  -0.126
C -4.4014 2.9461 5.5101  -0.701
C -2.0472 3.5984 4.2044  -0.186
C 4.8931 -0.2436 4.6437  -0.019
C 1.3770 -0.4292 -2.6022  -0.300
C -0.2980 0.2621 -4.1923  -0.349
C 3.9672 0.3883 3.8194  -0.384
C 6.2378 1.7390 4.6988  -0.164
C -2.4263 3.8725 -3.6545  -0.592
C -2.6347 -0.2014 0.1226  -0.584
C 0.2050 -3.3641 -0.3714  0.487
C 0.0855 1.5240 4.9192  -1.421
C 3.2656 -1.7562 -3.3745  -0.466
C 1.4524 -3.7077 0.1451  1.034
C 2.8269 -5.2171 -1.3241  0.203
C -5.5147 -1.4367 -3.9061  -0.430
C 0.1406 0.2453 -2.8781  0.383
C 2.0430 -1.1136 -3.6610  1.422
C 0.3674 -0.4133 -5.2168  -1.068
C -2.6047 -1.2393 -0.8201  1.721
C 1.5365 0.4060 3.6246  0.268
C 6.0227 0.4258 5.0828  -0.826
C 1.9331 -7.4335 0.0847  -0.634
C -3.2353 -1.5029 -3.1985  -0.162
C -3.3473 1.6410 1.3551  -1.735
C -2.2159 5.1559 -4.1270  -0.914
C -0.9251 7.3019 -4.1786  -1.525
C 1.5103 -1.1173 -4.9612  -1.041
C -4.9912 -1.2128 -1.5838  -0.519
C -1.1457 5.9179 -3.6674  1.031
C -2.7034 4.5582 4.9470  -0.764
C -1.5600 3.3471 -2.7104  0.039
C 3.4660 -3.3426 1.6260  -1.670
C -4.1679 -1.5451 -4.2139  -0.835
C 3.8133 -1.6628 -2.1250  -1.062
C 4.1853 1.7272 3.4774  -0.090
C 1.9726 -5.0448 -0.2417  -0.794
C 1.3804 1.1523 4.8561  -1.189
C -0.5427 1.0374 3.6988  0.452
C 3.1078 -0.9407 -1.1576  -0.261
C -0.4875 4.0825 -2.2376  -0.797
C -0.2919 5.3682 -2.7119  -0.886
C 5.3153 2.3977 3.9007  -0.786
C 1.5441 -6.1633 0.4654  0.114
C 2.7657 -7.5895 -1.0105  -0.177
C -1.8206 1.3267 3.2832  0.853
C 3.8719 -2.3330 2.4295  -1.217
C 2.8099 -1.3522 2.4352  0.073
C -0.6233 -4.2243 -1.1883  -1.767
C -2.5705 2.3114 4.0810  -0.636
C -3.3924 1.1086 -0.0405  0.467
C 2.7525 -0.2311 3.2587  1.034
C -2.3991 0.9196 2.0191  -0.155
C 3.2232 -6.4861 -1.7102  -0.689
H 3.4646 2.2380 2.8546  0.492
H 2.1604 1.3247 5.5689  0.608
H 3.1732 -4.3605 -1.8820  0.382
H -0.0363 -0.3643 -6.2156  0.470
H -2.6101 -3.8771 -2.0167  0.678
H 3.5212 -0.8110 -0.1668  0.598
H 1.5815 -8.2927 0.6338  0.428
H -2.3023 5.5570 5.0130  0.404
H 0.1871 3.6388 -1.5222  0.569
H -0.3679 -5.2210 -1.4838  0.602
H 4.7753 -2.2710 3.0023  0.704
H 0.5348 5.9564 -2.3408  0.415
H 2.0262 -1.6588 -5.7377  0.428
H -2.1825 -1.5640 -3.4301  0.657
H -1.1298 3.8452 3.6916  0.595
H -4.1578 0.9985 4.6627  0.521
H 0.8881 -6.0365 1.3123  0.563
H -3.8286 2.5468 1.6639  0.716
H -2.8847 5.5779 -4.8622  0.370
H 3.7691 -2.2942 -4.1640  0.496
H -4.3424 1.0718 -0.5712  0.736
H -1.4726 7.4690 -5.1008  0.363
H 5.4737 3.4269 3.6156  0.404
H 3.8778 -6.6154 -2.5582  0.422
H 4.7569 -2.1222 -1.8769  0.433
H -0.3967 2.0700 5.7052  0.587
H -6.9891 -1.2469 -2.3612  0.446
H -5.3069 2.6892 6.0378  0.416
H 3.9869 -4.2569 1.4176  0.592
H -1.2750 8.0202 -3.4397  0.313
H 6.7284 -0.0748 5.7288  0.413
H 4.7144 -1.2512 4.9862  0.628
H -3.8465 -1.6454 -5.2389  0.452
H -3.2361 3.2624 -4.0253  0.529
H 0.1302 7.4940 -4.3513  0.388
H -1.2002 0.8067 -4.4221  0.622
H -5.3087 -1.1077 -0.5542  0.626

Values from the calculation:
- HOMO (alpha / beta): -9.242 / -9.241 eV
- Total charge: +1
- ΔE to the lowest compared entry with this formula, charge and spin: 0.0 kcal/mol


No. 4
Here is a molecular structure, C27H32BN9O2PTi from the OMol25 dataset. Energies are from wB97M-V/def2-TZVPD.

Last column: Mulliken charge in e.
CARTESIAN COORDINATES (ANGSTROEM)
Ti -0.6160 0.0088 -0.0986  -0.794
P -0.1454 -0.2916 -2.8731  1.465
O -5.3420 -5.4800 0.0870  -0.507
O -5.2768 -5.6934 2.2916  -0.469
N -0.0079 1.3975 2.5860  -0.668
N -0.2721 2.0753 -0.3831  0.992
N -0.1493 -2.1760 0.3399  1.184
N -2.4243 0.6568 0.9664  1.297
N 0.2172 0.2409 1.9202  1.477
N -2.3170 1.7406 1.7786  -0.585
N 1.6489 -0.3449 -0.3878  1.283
N -0.4431 2.9357 0.6510  -0.249
N -2.3119 -1.1509 -1.1060  0.315
C -4.3018 -2.5527 -2.0211  -1.283
C -1.3705 -4.2465 -0.0827  -0.141
C 1.3171 0.1939 3.8764  -1.291
C -3.4887 2.0000 2.3623  -0.160
C 0.0930 4.1718 -1.1021  -1.267
C -2.5020 -5.0110 0.1232  -1.524
C 2.5739 0.5939 -0.5666  -0.598
C 0.0508 2.8331 -1.4476  -0.451
C -0.2305 4.1878 0.2457  -0.218
C 0.6367 1.3915 3.7568  -0.058
C -3.7017 0.2514 1.0696  -0.360
C -3.1468 -3.5722 1.9508  -0.775
C -1.4811 0.2312 -3.9987  -1.233
C 1.0210 -0.4889 2.7056  -0.485
C -1.1651 -3.1089 0.6922  -0.355
C -2.0308 -2.7798 1.7253  -0.201
C -3.4071 -4.6561 1.1190  0.580
C -4.4150 1.0672 1.9311  -1.245
C 3.3883 -1.9967 -0.3843  -0.846
C 1.0248 -2.5899 0.0771  -0.963
C 1.3251 0.3476 -3.7529  -1.369
C 3.9299 0.3053 -0.6687  -0.692
C 4.3449 -1.0102 -0.5908  -0.827
C 2.0602 -1.6244 -0.2756  0.272
C 0.0266 -2.0818 -3.2058  -1.121
C -3.1904 -1.7656 -1.5125  0.398
C -4.7506 -5.3297 1.1185  0.428
B -0.9702 2.4463 2.0137  0.111
H 4.6317 1.1156 -0.8076  0.530
H 1.4409 -0.1885 -4.6961  0.497
H -3.5869 2.8305 3.0415  0.480
H 0.3171 5.0135 -1.7328  0.499
H 5.3913 -1.2710 -0.6724  0.487
H 0.9921 -2.4329 -2.8374  0.277
H 1.3094 -3.6357 0.1903  0.691
H -5.4528 0.9986 2.2040  0.479
H 0.5599 2.2334 4.4246  0.488
H -5.2420 -2.0879 -1.7239  0.395
H -0.3322 5.0062 0.9391  0.495
H -1.8515 -1.8907 2.3170  0.390
H -4.2623 -3.5578 -1.5977  0.204
H 0.2373 2.3809 -2.4038  0.238
H 1.9291 -0.1382 4.6958  0.478
H -0.0123 -2.2761 -4.2786  0.585
H -4.6379 -5.6241 3.0121  0.376
H -1.2589 -0.0705 -5.0232  0.467
H -1.0957 3.3636 2.7644  -0.067
H 2.2324 0.2111 -3.1662  0.229
H -4.0519 -0.6112 0.5363  0.336
H 2.2195 1.6141 -0.6302  0.293
H -2.7165 -5.8568 -0.5172  0.408
H -1.5740 1.3179 -3.9701  0.374
H -2.4388 -0.1929 -3.7051  0.285
H -0.6898 -4.4846 -0.8916  0.459
H 3.6726 -3.0365 -0.2901  0.580
H -4.2498 -2.6005 -3.1083  0.398
H -0.7627 -2.6494 -2.7146  0.110
H -3.8518 -3.3029 2.7282  0.497
H 1.3505 -1.4696 2.4101  0.467
H 1.2190 1.4056 -3.9889  0.508

Values from the calculation:
- HOMO (alpha / beta): -14.434 / -14.519 eV
- ⟨S²⟩: 0.753
- Spin multiplicity: 2
- Total charge: +2
- ΔE to the lowest compared entry with this formula, charge and spin: 0.0 kcal/mol


No. 5
Here is a single C11H10N2O2 molecule from the OMol25 dataset. Energies are from wB97M-V/def2-TZVPD.

Last column: Mulliken charge in e.
CARTESIAN COORDINATES (ANGSTROEM)
O -0.3039 2.2839 -2.8045  -0.643
O 1.7394 2.6138 -1.8711  -0.684
N 0.2370 -1.9869 -1.0593  -0.494
N 0.5178 -0.7816 -1.3817  0.679
C -0.0577 1.5681 -0.6576  0.156
C 1.0767 -0.6049 -2.7095  -1.138
C 0.5650 2.2769 -1.9398  0.117
C 0.4594 -1.9692 2.3544  -1.124
C -1.1382 0.4515 1.6785  -0.755
C -0.0765 0.1580 -0.4779  0.102
C -1.1083 1.8484 1.5527  -0.927
C -0.6489 -0.4176 0.6513  0.725
C -0.5623 2.3725 0.3651  -0.278
C -0.4543 -2.4013 -0.1717  -0.095
C -0.5932 -1.8519 1.2146  0.536
H 2.0228 -0.1278 -2.7438  0.351
H -1.3568 2.6117 2.3230  0.352
H 0.5258 -3.1320 2.5531  0.294
H -1.6488 -1.9364 1.6170  0.395
H 1.3669 -1.5810 1.9008  0.367
H -1.6267 0.1412 2.5518  0.427
H 0.4886 -0.0316 -3.2983  0.502
H 0.9340 -1.4733 -3.2003  0.437
H -0.5878 3.5142 0.2775  0.308
H 0.2299 -1.5446 3.2755  0.389

Values from the calculation:
- HOMO (alpha / beta): -8.015 / -8.015 eV
- ΔE to the lowest compared entry with this formula, charge and spin: 157.2 kcal/mol


No. 6
Here is 4 unconnected molecules or ions with the total composition H8O4 from the OMol25 dataset. Energies are from wB97M-V/def2-TZVPD.

Last column: Mulliken charge in e.
CARTESIAN COORDINATES (ANGSTROEM)
O -0.2309 -0.8023 0.3777  -0.724
O -5.1963 0.7169 -0.0246  -0.629
O 3.4370 1.7885 -0.0149  -0.618
O 1.8121 -1.2602 -0.2413  -0.599
H 2.5958 -1.6201 -0.5192  0.269
H 3.0290 1.2347 -0.6315  0.305
H -5.4666 0.6339 -0.9042  0.309
H 1.0419 -1.8283 -0.4379  0.343
H -0.2854 -0.9303 1.3308  0.334
H -4.2647 0.4826 0.0160  0.320
H 0.3613 0.0270 0.1919  0.379
H 3.1669 1.5575 0.8572  0.312

Values from the calculation:
- SMILES: O.O.O.O
- HOMO: -11.241 eV
- ΔE to the lowest compared entry with this formula, charge and spin: 43.0 kcal/mol


no.,calculated total energy (eV)
1,-9163.8779
2,-120316.9646
3,-124334.2926
4,-79097.4160
5,-18637.8138
6,-8318.8115